No. 1
Below is C5H10N2O in the gas phase in a non-equilibrium geometry, with properties calculated with ωB97M-V with the def2-TZVPD basis set.

The geometry in XYZ format:
```
18
Properties=species:S:1:pos:R:3:lowdin_charge:R:1
C 1.880 0.069 0.315 -0.545
C 0.364 -0.122 -0.330 -0.357
C -0.497 1.130 -0.307 -0.234
C -1.765 0.643 0.087 -0.317
C -1.810 -0.839 0.277 -0.187
H 2.677 -0.932 -1.547 0.248
H 3.693 -0.349 -0.332 0.001
H 0.697 -0.583 -1.442 0.155
H 0.116 1.777 0.599 0.172
H -0.295 1.902 -1.330 0.183
H -2.320 1.061 1.174 0.176
H -2.651 0.794 -0.752 0.150
H -2.464 -1.173 1.087 0.092
H -2.081 -1.515 -0.632 0.125
H -0.047 -0.981 1.633 0.161
N 2.819 -0.327 -0.474 0.176
N -0.230 -1.088 0.544 -0.039
O 1.913 0.534 1.430 0.040
```

Summary:
energy relative to the best compared isomer or geometry (same formula, charge and spin)	470.6	kJ/mol
Kohn-Sham gap	9.49	eV
electronic energy	-381.10618	a.u.
structure (SMILES)	NC(=O)[C@@H]1CCCN1
LUMO	0.559	eV


No. 2
Below is 8 unconnected molecules or ions with the total composition C40H103N7O14 in a non-equilibrium geometry, with properties calculated with ωB97M-V with the def2-TZVPD basis set.

The geometry in XYZ format:
```
164
Properties=species:S:1:pos:R:3:lowdin_charge:R:1
C 17.157 -8.524 -25.480 -0.052
C 16.593 -7.203 -25.944 -0.416
C 17.779 -6.244 -26.153 -0.188
O 18.548 -6.119 -24.976 -0.198
C 19.470 -5.053 -24.956 -0.092
N 15.874 -7.453 -27.182 0.068
H 17.507 -8.399 -24.448 0.077
H 18.038 -8.848 -26.036 0.050
H 16.424 -9.331 -25.454 0.069
H 15.988 -6.785 -25.125 0.103
H 17.485 -5.275 -26.566 0.129
H 18.383 -6.797 -26.886 0.086
H 19.967 -5.136 -23.988 0.084
H 19.040 -4.044 -24.901 0.075
H 20.149 -5.153 -25.805 0.088
H 15.016 -7.995 -26.995 0.042
H 15.474 -6.586 -27.557 0.047
C 13.053 -11.501 -28.719 -0.070
C 13.538 -10.111 -28.338 -0.401
C 13.272 -9.858 -26.835 -0.192
O 13.364 -8.490 -26.484 -0.212
C 13.106 -8.330 -25.099 -0.091
N 14.950 -9.999 -28.707 0.053
H 13.400 -12.324 -28.088 0.082
H 13.392 -11.720 -29.733 0.082
H 11.971 -11.654 -28.698 0.079
H 12.915 -9.389 -28.880 0.140
H 13.998 -10.488 -26.301 0.126
H 12.289 -10.284 -26.607 0.130
H 13.704 -9.042 -24.524 0.098
H 12.038 -8.464 -24.896 0.087
H 13.315 -7.331 -24.714 0.077
H 15.080 -9.965 -29.715 0.099
H 15.332 -9.104 -28.400 0.049
C 17.095 -11.809 -26.900 -0.291
C 18.331 -12.564 -26.459 -0.223
O 19.285 -12.585 -27.520 -0.076
O 16.384 -12.316 -27.998 -0.094
H 17.495 -10.816 -27.167 0.099
H 16.374 -11.570 -26.103 0.105
H 18.038 -13.577 -26.161 0.120
H 18.852 -12.019 -25.674 0.106
H 19.021 -13.285 -28.127 0.087
H 15.858 -11.551 -28.327 0.025
C 6.572 -6.354 -21.654 -0.119
O 7.662 -7.131 -22.070 -0.193
C 8.915 -6.512 -21.944 -0.245
C 10.038 -7.472 -22.302 -0.216
N 11.316 -6.819 -22.460 -0.052
C 11.824 -6.124 -21.275 -0.201
C 13.262 -5.733 -21.545 -0.237
O 14.023 -6.861 -21.941 -0.199
C 15.352 -6.510 -22.263 -0.094
H 6.391 -5.607 -22.444 0.086
H 6.796 -5.760 -20.763 0.085
H 5.630 -6.888 -21.578 0.086
H 9.044 -6.090 -20.941 0.117
H 8.892 -5.709 -22.699 0.132
H 9.797 -8.025 -23.212 0.118
H 9.986 -8.241 -21.513 0.123
H 12.043 -7.502 -22.639 0.082
H 11.896 -6.836 -20.438 0.127
H 11.277 -5.240 -20.954 0.120
H 13.688 -5.191 -20.694 0.126
H 13.282 -4.985 -22.349 0.110
H 15.856 -6.153 -21.358 0.093
H 15.379 -5.717 -23.021 0.069
H 15.844 -7.400 -22.649 0.086
C 17.685 -2.732 -22.013 -0.127
O 17.336 -1.466 -22.505 -0.204
C 18.451 -0.606 -22.762 -0.193
C 19.283 -0.323 -21.508 -0.206
N 18.576 0.343 -20.418 -0.045
C 18.420 1.758 -20.678 -0.225
C 17.835 2.480 -19.480 -0.248
O 16.643 1.850 -19.062 -0.180
C 16.022 2.610 -18.052 -0.123
H 18.467 -3.285 -22.550 0.085
H 16.824 -3.400 -22.087 0.075
H 17.957 -2.674 -20.955 0.087
H 17.993 0.273 -23.215 0.118
H 19.085 -1.100 -23.509 0.118
H 20.136 0.276 -21.830 0.120
H 19.593 -1.282 -21.088 0.103
H 17.669 -0.092 -20.292 0.109
H 17.791 1.965 -21.556 0.118
H 19.359 2.284 -20.871 0.123
H 17.656 3.532 -19.744 0.120
H 18.546 2.537 -18.645 0.125
H 15.805 3.637 -18.367 0.085
H 16.672 2.696 -17.174 0.088
H 15.078 2.167 -17.742 0.086
C 12.748 -2.731 -31.277 -0.108
O 13.834 -3.410 -30.698 -0.196
C 14.419 -2.786 -29.585 -0.233
C 15.244 -3.835 -28.839 -0.186
N 14.423 -4.969 -28.375 -0.048
C 13.492 -4.622 -27.296 -0.189
C 14.113 -4.316 -25.943 -0.240
O 14.706 -3.060 -25.801 -0.165
C 15.346 -2.968 -24.542 -0.097
H 11.893 -2.810 -30.595 0.089
H 12.513 -3.163 -32.246 0.087
H 12.907 -1.661 -31.449 0.088
H 13.625 -2.375 -28.948 0.114
H 15.060 -1.943 -29.874 0.128
H 15.824 -3.317 -28.073 0.114
H 16.009 -4.160 -29.549 0.105
H 13.840 -5.097 -29.201 0.105
H 12.836 -5.486 -27.170 0.118
H 12.811 -3.808 -27.584 0.115
H 14.864 -5.110 -25.819 0.102
H 13.288 -4.459 -25.232 0.127
H 14.680 -3.398 -23.784 0.073
H 15.596 -1.955 -24.247 0.084
H 16.245 -3.591 -24.478 0.078
C 23.229 -7.178 -36.767 -0.131
O 23.119 -7.814 -35.523 -0.195
C 21.775 -7.930 -35.062 -0.214
C 21.840 -8.946 -33.934 -0.200
N 20.583 -9.138 -33.170 -0.059
C 20.233 -7.891 -32.477 -0.223
C 19.064 -8.095 -31.519 -0.235
O 18.670 -6.840 -30.996 -0.194
C 17.699 -7.021 -29.963 -0.111
H 24.291 -7.168 -37.011 0.087
H 22.966 -6.111 -36.754 0.086
H 22.618 -7.644 -37.546 0.086
H 21.149 -8.187 -35.922 0.123
H 21.408 -6.956 -34.725 0.113
H 22.626 -8.685 -33.215 0.119
H 22.148 -9.920 -34.316 0.120
H 20.893 -9.725 -32.397 0.105
H 19.919 -7.139 -33.203 0.113
H 21.098 -7.483 -31.938 0.115
H 19.415 -8.776 -30.730 0.116
H 18.206 -8.582 -31.992 0.127
H 16.761 -7.456 -30.317 0.088
H 17.488 -5.989 -29.684 0.080
H 18.110 -7.570 -29.117 0.051
C 20.812 -8.177 -23.276 -0.105
O 21.452 -8.745 -24.396 -0.187
C 20.665 -9.685 -25.109 -0.218
C 21.350 -10.028 -26.414 -0.191
N 21.566 -8.898 -27.315 -0.035
C 20.354 -8.203 -27.726 -0.206
C 20.612 -7.010 -28.640 -0.215
O 21.529 -6.139 -27.986 -0.194
C 21.994 -5.110 -28.825 -0.109
H 19.837 -7.765 -23.547 0.069
H 21.497 -7.426 -22.886 0.088
H 20.717 -8.912 -22.467 0.086
H 19.672 -9.265 -25.293 0.080
H 20.636 -10.579 -24.474 0.125
H 21.055 -10.945 -26.927 0.103
H 22.389 -10.354 -26.260 0.121
H 22.133 -8.202 -26.847 0.103
H 19.927 -7.693 -26.845 0.089
H 19.577 -8.815 -28.184 0.118
H 19.703 -6.410 -28.746 0.096
H 20.956 -7.370 -29.616 0.111
H 22.560 -4.429 -28.194 0.087
H 21.144 -4.535 -29.223 0.088
H 22.529 -5.457 -29.713 0.088
```

Summary:
energy relative to the best compared isomer or geometry (same formula, charge and spin)	0.0	kJ/mol
Kohn-Sham gap	8.86	eV
electronic energy	-3022.15575	a.u.
structure (SMILES)	COC[C@H](C)N.COC[C@H](C)N.COCCNCCOC.COCCNCCOC.COCCNCCOC.COCCNCCOC.COCCNCCOC.OCCO
LUMO	0.609	eV


No. 3
Below is a molecular structure, C4H6 in a non-equilibrium geometry, with properties calculated with ωB97M-V with the def2-TZVPD basis set.

The geometry in XYZ format:
```
10
Properties=species:S:1:pos:R:3:lowdin_charge:R:1
C -0.592 0.532 1.230 -0.127
C 0.360 0.720 0.108 0.007
C 1.111 0.132 -0.785 -0.239
C 0.096 -0.763 -1.168 -0.072
H -0.383 1.209 2.067 0.066
H -0.514 -0.474 1.639 0.087
H -1.638 0.677 0.944 0.069
H 2.117 0.259 -1.182 0.093
H 0.324 -1.816 -1.329 0.060
H -0.881 -0.475 -1.524 0.055
```

Summary:
energy relative to the best compared isomer or geometry (same formula, charge and spin)	367.9	kJ/mol
Kohn-Sham gap	7.51	eV
electronic energy	-155.82256	a.u.
LUMO	0.309	eV


No. 4
Below is C5H10N2O in the gas phase in a non-equilibrium geometry, with properties calculated with ωB97M-V with the def2-TZVPD basis set.

The geometry in XYZ format:
```
18
Properties=species:S:1:pos:R:3:lowdin_charge:R:1
C -1.080 0.332 -0.136 -0.181
C -1.301 -0.439 1.173 -0.131
C -0.088 -0.043 2.195 -0.199
C 1.287 -0.182 1.577 -0.200
C 1.358 0.075 0.045 -0.149
H -1.993 0.340 -0.765 0.114
H -0.911 1.501 0.112 0.170
H -0.898 -1.496 1.067 0.118
H -2.274 -0.639 1.643 0.103
H -0.168 -0.457 3.150 0.083
H 0.035 1.045 2.179 0.094
H 1.500 -1.269 1.716 0.116
H 1.989 0.514 2.053 0.114
H 2.087 -0.499 -0.576 0.122
H 1.591 1.168 -0.237 0.134
N 0.376 0.094 -1.986 -0.049
N 0.130 -0.179 -0.737 -0.197
O -0.694 0.242 -2.550 -0.062
```

Summary:
energy relative to the best compared isomer or geometry (same formula, charge and spin)	427.4	kJ/mol
Kohn-Sham gap	10.02	eV
electronic energy	-381.12265	a.u.
structure (SMILES)	O=NN1CCCCC1
LUMO	0.712	eV


No. 5
Below is C5H8N2O in the gas phase in a non-equilibrium geometry, with properties calculated with ωB97M-V with the def2-TZVPD basis set.

The geometry in XYZ format:
```
16
Properties=species:S:1:pos:R:3:lowdin_charge:R:1
C -1.828 -0.543 2.745 -0.032
C -1.450 -0.653 1.402 -0.229
C -0.040 -0.113 -0.411 -0.572
C 2.118 0.274 -1.052 -0.045
C 1.257 0.526 -2.391 -0.088
H -1.173 0.346 3.054 0.060
H -2.795 -1.099 3.047 0.075
H -1.946 -1.403 0.541 0.163
H -0.857 1.494 1.069 0.194
H 2.836 0.936 -0.339 0.139
H 2.112 -0.808 -0.580 0.126
H 0.909 -0.393 -3.268 0.197
H 1.312 1.449 -2.880 0.053
N -0.723 0.441 0.732 0.031
N 0.642 0.856 -1.063 -0.048
O -0.375 -1.309 -0.608 -0.023
```

Summary:
energy relative to the best compared isomer or geometry (same formula, charge and spin)	587.1	kJ/mol
Kohn-Sham gap	9.67	eV
electronic energy	-379.86457	a.u.
structure (SMILES)	C=CNC(=O)N1CC1
LUMO	1.013	eV


No. 6
Below is a molecular structure, C34H24BrCl92N4O6P4S in a non-equilibrium geometry, with properties calculated with ωB97M-V with the def2-TZVPD basis set.

The geometry in XYZ format:
```
166
Properties=species:S:1:pos:R:3:lowdin_charge:R:1
C 0.159 -1.405 0.897 -0.115
C -0.665 -0.655 1.944 -0.224
C -1.971 -0.045 1.401 -0.167
C -2.439 1.164 2.225 -0.322
C -3.938 0.971 2.499 -0.041
C -2.072 2.622 1.710 -0.513
P -0.469 3.283 2.521 0.904
P 1.253 3.191 1.223 0.160
O 1.034 3.876 -0.017 -0.307
O 2.391 3.916 2.062 -0.172
O 1.864 1.758 1.033 -0.214
N -3.063 3.477 2.420 0.019
C -4.047 3.819 1.630 -0.497
N -5.012 4.617 1.968 0.124
N -5.053 5.207 3.259 0.073
C -4.186 6.070 3.439 -0.754
S -2.999 6.824 3.953 0.845
N -3.910 3.181 0.424 -0.229
P -4.914 3.603 -0.969 0.980
C -5.070 5.418 -1.240 -0.276
C -6.525 2.778 -0.642 -0.291
C -2.466 3.090 0.251 -0.555
Br -1.893 5.065 0.249 0.836
P -1.727 2.520 -1.430 0.344
O -1.360 3.696 -2.154 -0.351
O -0.483 1.544 -1.353 -0.170
O -2.782 1.749 -2.304 -0.121
H -0.299 -1.298 -0.078 0.050
H 1.134 -0.959 0.826 0.024
H 0.251 -2.457 1.120 0.044
H -0.088 0.073 2.501 0.080
H -0.977 -1.403 2.664 0.076
H -2.709 -0.810 1.576 0.085
H -1.963 0.101 0.326 0.093
H -1.944 1.054 3.181 0.018
H -4.130 -0.044 2.808 0.063
H -4.567 1.224 1.658 0.069
H -4.278 1.590 3.324 0.082
H -0.231 2.327 3.529 -0.125
H 2.102 4.821 2.263 0.091
H 2.617 1.591 1.633 -0.039
H -3.230 3.316 3.405 0.111
H -5.772 4.815 1.330 0.132
H -5.283 6.033 -0.369 0.010
H -5.863 5.579 -1.962 0.016
H -4.137 5.748 -1.668 0.018
H -6.990 2.405 -1.541 0.017
H -6.324 1.905 -0.033 -0.012
H -7.247 3.365 -0.079 -0.012
H -0.183 1.250 -0.481 0.040
H -3.264 1.067 -1.807 0.085
C 2.070 4.818 -4.147 -2.024
Cl 3.257 4.330 -5.366 0.497
Cl 2.903 5.609 -2.802 0.517
Cl 0.922 5.952 -4.868 0.537
Cl 1.217 3.404 -3.552 0.567
C 6.861 3.259 -3.587 -2.031
Cl 5.527 3.178 -2.429 0.492
Cl 6.894 1.772 -4.538 0.501
Cl 6.623 4.641 -4.660 0.527
Cl 8.374 3.432 -2.703 0.515
C 8.552 -2.206 -4.108 -2.064
Cl 9.624 -0.810 -3.992 0.519
Cl 7.900 -2.582 -2.507 0.509
Cl 7.221 -1.839 -5.209 0.509
Cl 9.453 -3.595 -4.716 0.534
C 2.368 -0.241 -3.907 -2.030
Cl 3.025 -1.886 -3.957 0.516
Cl 3.568 0.885 -4.516 0.506
Cl 0.899 -0.172 -4.879 0.524
Cl 1.994 0.176 -2.231 0.556
C -3.115 7.870 8.067 -2.061
Cl -2.487 6.292 8.532 0.511
Cl -4.619 7.640 7.161 0.513
Cl -3.420 8.879 9.473 0.563
Cl -1.913 8.623 7.014 0.510
C -1.612 -5.041 -0.429 -2.028
Cl -2.899 -6.226 -0.599 0.528
Cl -2.302 -3.482 0.058 0.555
Cl -0.480 -5.594 0.806 0.500
Cl -0.771 -4.851 -1.969 0.536
C 3.679 -6.908 0.001 -2.048
Cl 4.752 -5.580 0.455 0.517
Cl 2.847 -7.510 1.442 0.496
Cl 2.485 -6.329 -1.163 0.507
Cl 4.621 -8.211 -0.719 0.540
C 7.370 4.117 1.257 -2.038
Cl 7.991 4.548 2.850 0.501
Cl 8.161 2.638 0.704 0.518
Cl 5.623 3.852 1.352 0.519
Cl 7.693 5.433 0.119 0.508
C 0.238 -5.376 4.954 -2.036
Cl 1.561 -5.770 3.849 0.480
Cl 0.900 -4.881 6.512 0.538
Cl -0.718 -4.050 4.271 0.483
Cl -0.787 -6.792 5.167 0.552
C -2.895 -10.609 -0.136 -2.054
Cl -1.857 -9.240 0.280 0.487
Cl -3.702 -11.198 1.319 0.521
Cl -4.113 -10.085 -1.305 0.526
Cl -1.912 -11.891 -0.842 0.512
C -9.171 -0.157 -0.842 -2.045
Cl -10.403 -1.396 -0.650 0.558
Cl -9.884 1.437 -0.559 0.535
Cl -7.867 -0.431 0.327 0.523
Cl -8.511 -0.220 -2.477 0.502
C -0.378 -3.355 -7.735 -2.054
Cl 0.159 -3.466 -9.412 0.537
Cl -1.556 -2.045 -7.577 0.520
Cl -1.122 -4.879 -7.248 0.505
Cl 1.007 -3.031 -6.693 0.494
C 4.592 -1.462 2.870 -2.022
Cl 5.874 -1.862 1.733 0.552
Cl 5.291 -0.915 4.389 0.559
Cl 3.585 -0.170 2.178 0.603
Cl 3.576 -2.874 3.134 0.526
C -0.108 -8.826 -7.029 -2.052
Cl 0.583 -10.445 -6.963 0.502
Cl 1.077 -7.707 -7.708 0.505
Cl -1.554 -8.828 -8.043 0.531
Cl -0.537 -8.304 -5.395 0.514
C -1.228 2.639 6.535 -2.000
Cl -2.336 2.295 7.857 0.554
Cl -1.790 4.075 5.660 0.498
Cl 0.383 2.944 7.178 0.571
Cl -1.171 1.268 5.422 0.569
C -3.771 9.912 1.025 -2.055
Cl -3.097 10.506 2.543 0.528
Cl -2.925 8.427 0.555 0.481
Cl -5.492 9.565 1.245 0.513
Cl -3.568 11.126 -0.231 0.558
C 12.008 5.048 2.724 -2.027
Cl 13.094 6.424 2.914 0.544
Cl 11.318 4.621 4.296 0.521
Cl 10.712 5.466 1.603 0.494
Cl 12.911 3.670 2.085 0.486
C 16.645 3.029 -0.579 -2.052
Cl 15.262 3.001 0.525 0.468
Cl 16.677 1.538 -1.526 0.524
Cl 16.494 4.412 -1.664 0.527
Cl 18.137 3.169 0.352 0.529
C 4.707 -10.983 -5.703 -2.051
Cl 5.911 -11.543 -6.866 0.533
Cl 5.509 -10.077 -4.414 0.514
Cl 3.534 -9.946 -6.515 0.481
Cl 3.869 -12.375 -5.008 0.523
C -9.767 -0.678 -6.458 -2.059
Cl -10.928 -0.120 -5.250 0.511
Cl -9.921 0.297 -7.917 0.536
Cl -8.122 -0.516 -5.818 0.492
Cl -10.079 -2.370 -6.839 0.537
C -0.191 -13.942 2.436 -2.054
Cl 1.206 -14.144 3.495 0.530
Cl -1.639 -14.546 3.246 0.527
Cl -0.405 -12.233 2.055 0.486
Cl 0.067 -14.847 0.941 0.524
C -3.111 -2.149 6.715 -2.048
Cl -1.414 -1.796 7.053 0.500
Cl -3.381 -2.092 4.967 0.500
Cl -3.512 -3.754 7.320 0.555
Cl -4.138 -0.950 7.504 0.527
C -8.997 6.715 -1.742 -2.054
Cl -10.666 7.255 -1.633 0.560
Cl -7.929 8.103 -1.943 0.539
Cl -8.566 5.846 -0.254 0.516
Cl -8.810 5.625 -3.118 0.539
```

Summary:
Kohn-Sham gap	7.83	eV
electronic energy	-48655.24610	a.u.
LUMO	-3.290	eV
net charge	+1


What did the first record say?
Below is C5H10N2O in the gas phase in a non-equilibrium geometry, with properties calculated with ωB97M-V with the def2-TZVPD basis set.

The geometry in XYZ format:
```
18
Properties=species:S:1:pos:R:3:lowdin_charge:R:1
C 1.880 0.069 0.315 -0.545
C 0.364 -0.122 -0.330 -0.357
C -0.497 1.130 -0.307 -0.234
C -1.765 0.643 0.087 -0.317
C -1.810 -0.839 0.277 -0.187
H 2.677 -0.932 -1.547 0.248
H 3.693 -0.349 -0.332 0.001
H 0.697 -0.583 -1.442 0.155
H 0.116 1.777 0.599 0.172
H -0.295 1.902 -1.330 0.183
H -2.320 1.061 1.174 0.176
H -2.651 0.794 -0.752 0.150
H -2.464 -1.173 1.087 0.092
H -2.081 -1.515 -0.632 0.125
H -0.047 -0.981 1.633 0.161
N 2.819 -0.327 -0.474 0.176
N -0.230 -1.088 0.544 -0.039
O 1.913 0.534 1.430 0.040
```

Summary:
energy relative to the best compared isomer or geometry (same formula, charge and spin)	470.6	kJ/mol
Kohn-Sham gap	9.49	eV
electronic energy	-381.10618	a.u.
structure (SMILES)	NC(=O)[C@@H]1CCCN1
LUMO	0.559	eV


Which of these has the lowest Kohn-Sham gap?
C4H6


Number 2 is which compound?
C40H103N7O14